This record from OMol25 describes an isolated molecule of C2H6O2S3 at a distorted geometry. The level of theory is ωB97M-V/def2-TZVPD.

The geometry in XYZ format:
```
13
Properties=species:S:1:pos:R:3:forces:R:3:lowdin_charge:R:1
S -2.18284 -0.78993 0.17056 0.1 0.3 0.3 0.776
S -0.62457 1.72770 0.54804 0.4 -0.4 0.1 0.739
S 2.22613 0.06907 -0.50851 0.3 -0.3 -0.1 0.791
O -0.59890 0.18361 -1.66264 -0.3 -0.1 -0.8 -0.151
O 0.84253 -0.78868 1.65483 0.2 -0.2 0.9 -0.084
C -0.69127 0.09519 -0.31062 2.6 -1.1 1.4 -1.172
C 0.81716 -0.74033 0.30650 -2.7 1.6 -1.6 -0.721
H -1.83685 2.11839 0.19646 -0.5 0.1 -0.1 -0.135
H 0.30883 0.42313 -1.91798 0.0 0.1 0.2 0.044
H 0.76017 -1.75239 -0.09698 -0.1 0.1 0.0 0.102
H 0.75454 0.09717 2.03351 -0.1 -0.1 -0.1 0.068
H -2.00157 -1.79154 -0.68537 0.1 -0.2 -0.2 -0.124
H 2.22664 1.14862 0.27220 -0.1 0.2 0.1 -0.134
```
Forces are in eV/Å.

Output
LUMO energy = 0.4 eV
electronic energy = -38770.9181 eV
HOMO-LUMO gap = 9.48 eV
relative energy (zero: lowest compared OMol25 entry of this formula, charge and spin) = 0.00 kJ/mol


This record from OMol25 describes a cluster of 2 separate species, C6H15NO in total at a distorted geometry. The level of theory is ωB97M-V/def2-TZVPD.

The geometry in XYZ format:
```
23
Properties=species:S:1:pos:R:3:forces:R:3:lowdin_spin:R:1
O -2.41531 4.24069 -0.04819 0.6 0.6 -0.3 0.000
N -2.02157 -1.11503 -1.11364 0.8 1.3 2.0 0.279
C -0.59504 0.93885 -1.33486 -0.9 -1.9 -1.1 0.012
C 2.72552 -0.57531 2.20131 -1.6 0.7 1.3 0.040
C -1.01101 -0.31877 -0.56395 0.9 -0.4 -0.8 0.156
C 0.40807 -1.46503 -0.70216 0.7 -3.6 -0.5 0.176
C 2.06847 -0.85750 0.86520 2.3 0.9 1.4 0.187
C 1.05133 -1.70534 0.57727 0.1 1.6 -1.2 0.055
H 0.47986 0.93366 -1.49166 0.0 0.7 0.6 0.002
H -3.25531 4.30422 -0.51450 0.0 -0.5 0.3 0.000
H -0.97313 0.73961 -2.34414 0.0 0.4 -0.1 0.000
H 0.62863 -2.46731 1.20096 0.1 0.0 0.7 0.000
H 3.64642 -0.94170 2.62481 0.8 -1.0 -1.0 0.012
H 2.95289 0.53787 2.39567 -1.1 -1.4 -0.7 0.009
H 2.50295 -0.19181 0.11056 -0.8 -0.3 -0.3 0.006
H 1.99158 -0.98869 2.92814 0.4 0.8 0.0 0.004
H -1.07803 1.83662 -0.98822 0.3 0.4 0.4 0.006
H -2.68428 -0.65386 -1.71084 -0.2 -0.2 -0.5 0.014
H -2.36365 -1.81366 -0.46332 -0.4 0.0 -0.4 0.005
H 0.02509 -2.46769 -1.06185 -0.3 1.5 0.2 0.003
H -0.88270 -0.24090 0.51500 -0.8 -0.2 -0.1 0.022
H -2.29021 3.40817 0.40446 -0.6 -0.1 0.0 0.000
H 1.08942 -1.13710 -1.48604 -0.3 0.8 0.1 0.013
```
Forces are in eV/Å.

Output
multiplicity = 2
net charge = +1
LUMO energy (alpha / beta) = -3.2 / -7.5 eV
electronic energy = -9992.4607 eV
HOMO-LUMO gap (alpha / beta) = 10.51 / 6.29 eV
relative energy (zero: lowest compared OMol25 entry of this formula, charge and spin) = 268.10 kJ/mol